7
Properties=species:S:1:pos:R:3 method="wB97M-V/def2-TZVPD" lumo_ha=-0.041 energy_ha=-890.86112 smiles="C#S(N)=S" gap_ev=8.01
C -0.003 -1.970 0.260
H 1.069 -1.779 0.314
H 0.954 1.196 -0.947
H 0.217 1.641 0.370
S -2.304 0.517 0.116
N 0.691 0.816 -0.025
S -0.624 -0.421 -0.087